Entry 1:
{"formula": "C44H51F5N5O3STl", "method": "ωB97M-V/def2-TZVPD", "species": ["Tl", "C", "C", "C", "C", "C", "C", "C", "N", "C", "C", "C", "C", "C", "C", "O", "C", "C", "C", "C", "C", "C", "C", "C", "C", "O", "C", "C", "C", "C", "C", "C", "H", "H", "H", "H", "H", "H", "H", "H", "H", "H", "H", "H", "H", "H", "H", "H", "H", "H", "H", "H", "H", "H", "H", "H", "H", "H", "H", "H", "H", "H", "H", "H", "H", "H", "H", "H", "H", "H", "H", "H", "F", "C", "C", "F", "C", "F", "C", "S", "C", "F", "C", "F", "O", "C", "C", "C", "C", "C", "C", "C", "C", "N", "H", "H", "H", "H", "H", "H", "H", "H", "H", "H", "H", "N", "C", "N", "C", "N"], "coordinates": [[1.21831, 0.80294, -0.97937], [-1.37303, -4.19447, 4.14192], [-0.96641, -2.90753, 4.87881], [-2.26033, -2.14072, 5.28376], [-0.23985, -3.31149, 6.18415], [-0.15020, -2.00279, 3.92233], [-0.75939, -1.41692, 2.85923], [0.06994, -0.68992, 1.90330], [-0.19804, -0.28187, 0.72435], [-1.43005, -0.41898, 0.05518], [-2.28015, -1.50196, 0.23284], [-3.57144, -1.49444, -0.28592], [-3.91939, -0.39097, -1.08349], [-3.01302, 0.62680, -1.43591], [-1.70228, 0.58894, -0.86409], [-0.74381, 1.44666, -1.20737], [-3.41169, 1.77755, -2.34908], [-3.23824, 3.06864, -1.55000], [-4.84509, 1.71203, -2.86843], [-2.50719, 1.71852, -3.58789], [-4.54972, -2.63142, 0.01037], [-4.03907, -3.93431, -0.64043], [-5.96882, -2.33370, -0.54060], [-4.55208, -2.76753, 1.52423], [1.45531, -0.27412, 2.41028], [1.98918, 0.62726, 1.81359], [2.07793, -0.98448, 3.54772], [1.27076, -1.84620, 4.19309], [3.55185, -0.72787, 3.90790], [4.38335, -1.00160, 2.67119], [4.00202, -1.59438, 5.07174], [3.70143, 0.75963, 4.31538], [-2.05182, -4.79542, 4.74486], [-0.51067, -4.81191, 3.92161], [-1.83700, -3.91443, 3.18686], [-2.84828, -2.80457, 5.91794], [-2.86521, -1.90063, 4.39258], [-2.03370, -1.18362, 5.80602], [-0.93615, -3.83969, 6.84438], [0.12360, -2.45082, 6.71614], [0.63146, -3.95826, 5.96972], [-1.81238, -1.57411, 2.63592], [-1.91122, -2.39520, 0.71935], [-4.93682, -0.35914, -1.40020], [-3.87331, 2.99726, -0.64816], [-3.59782, 3.93789, -2.13378], [-2.19430, 3.26024, -1.30976], [-5.60300, 1.85983, -2.08633], [-5.03950, 0.74406, -3.33927], [-5.03705, 2.49595, -3.57164], [-1.44860, 1.82826, -3.31400], [-2.73954, 2.53811, -4.27891], [-2.61817, 0.75777, -4.13082], [-4.00207, -3.77649, -1.73097], [-4.71391, -4.77951, -0.43920], [-3.01890, -4.15954, -0.31427], [-5.97571, -2.29049, -1.61761], [-6.33184, -1.38967, -0.13502], [-6.63564, -3.14929, -0.26479], [-3.53075, -2.96396, 1.89564], [-5.24617, -3.54105, 1.88556], [-4.89391, -1.82609, 1.97919], [1.72199, -2.39919, 4.98213], [4.14671, -2.01093, 2.29030], [5.46153, -0.95319, 2.89945], [4.17852, -0.27663, 1.86130], [3.90900, -2.67152, 4.88130], [3.51255, -1.35582, 6.01402], [5.07461, -1.41062, 5.22885], [3.36346, 1.41703, 3.49988], [4.76125, 0.97305, 4.51978], [3.09733, 1.01262, 5.19566], [3.87773, 7.20530, -1.31480], [3.77381, 5.88934, -1.26225], [2.66901, 5.34470, -0.67545], [1.69071, 6.14360, -0.18931], [2.59701, 3.96191, -0.59911], [1.46205, 3.46539, 0.00442], [3.62331, 3.12829, -1.04543], [3.52933, 1.38188, -0.69014], [4.74455, 3.73678, -1.59842], [5.79652, 2.99867, -1.97656], [4.83202, 5.10677, -1.70502], [5.90953, 5.67075, -2.26603], [0.87360, -0.58314, -2.89291], [0.58703, -0.40413, -4.28470], [1.85910, -0.14174, -5.07854], [2.71678, 1.02795, -4.58762], [1.99890, 2.34801, -4.47942], [1.99656, 3.24942, -5.53507], [1.36630, 4.48240, -5.33212], [0.72839, 4.73044, -4.12596], [0.69272, 3.71288, -3.20098], [1.35092, 2.55131, -3.34756], [1.44240, -1.37332, -2.76383], [-0.04235, 0.49876, -4.34568], [0.05352, -1.27748, -4.66323], [1.53662, 0.04610, -6.10929], [2.53920, -1.02381, -5.17946], [3.60155, 1.09823, -5.24199], [3.10299, 0.84968, -3.56152], [2.58127, 3.01279, -6.43545], [1.41314, 5.25534, -6.09216], [0.20437, 5.64329, -3.96688], [0.12276, 3.81121, -2.29653], [2.11201, -1.38498, -0.57434], [2.74769, -2.29128, -0.23880], [3.32735, -3.35154, 0.15506], [3.37136, -4.39697, -0.65045], [3.47087, -5.28435, -1.38499]], "total_charge": 0, "e_above_lowest_ev": 0.000, "energy_ev": -89162.944, "e_homo_ev": -8.0}

---

Entry 2:
{"formula": "C44H51F5N5O3STl", "method": "ωB97M-V/def2-TZVPD", "species": ["Tl", "C", "C", "C", "C", "C", "C", "C", "N", "C", "C", "C", "C", "C", "C", "O", "C", "C", "C", "C", "C", "C", "C", "C", "C", "O", "C", "C", "C", "C", "C", "C", "H", "H", "H", "H", "H", "H", "H", "H", "H", "H", "H", "H", "H", "H", "H", "H", "H", "H", "H", "H", "H", "H", "H", "H", "H", "H", "H", "H", "H", "H", "H", "H", "H", "H", "H", "H", "H", "H", "H", "H", "F", "C", "C", "F", "C", "F", "C", "S", "C", "F", "C", "F", "O", "C", "C", "C", "C", "C", "C", "C", "C", "N", "H", "H", "H", "H", "H", "H", "H", "H", "H", "H", "H", "N", "C", "N", "C", "N"], "coordinates": [[-0.52782, 1.85644, 0.16061], [1.93809, -4.62285, 4.76746], [1.30832, -4.34445, 3.38087], [2.46773, -4.71623, 2.31260], [0.07471, -5.20305, 3.13876], [0.90000, -2.87713, 3.13486], [0.54004, -2.40566, 1.93346], [0.34277, -1.00983, 1.71037], [0.12689, -0.46131, 0.57539], [0.19723, -1.11911, -0.66128], [1.14480, -2.06627, -1.07035], [1.02666, -2.63239, -2.33504], [-0.11061, -2.27125, -3.07223], [-1.06390, -1.29500, -2.69604], [-0.80994, -0.57047, -1.52085], [-1.44567, 0.53362, -1.23849], [-2.31853, -1.02291, -3.57648], [-3.57739, -1.02897, -2.73264], [-2.46358, -2.10710, -4.64591], [-2.18481, 0.34157, -4.31163], [2.26249, -3.42412, -2.86454], [3.51350, -2.53733, -2.72439], [2.10924, -3.68417, -4.31791], [2.46571, -4.74689, -2.09750], [0.20304, -0.14265, 2.91235], [-0.47741, 0.84651, 2.80962], [0.79278, -0.57440, 4.17725], [1.07645, -1.89144, 4.20937], [0.81829, 0.31973, 5.42424], [1.49839, 1.69010, 5.07333], [1.58527, -0.38178, 6.54182], [-0.62531, 0.59955, 5.87273], [2.48656, -5.61034, 4.83015], [1.18166, -4.46932, 5.55773], [2.76095, -3.89189, 4.94925], [3.14548, -5.50894, 2.68413], [3.10579, -3.83828, 2.21563], [2.10720, -4.92866, 1.25446], [0.32047, -6.23713, 3.18438], [-0.20209, -4.99993, 2.10587], [-0.77185, -5.01017, 3.88372], [0.35138, -3.02993, 1.05458], [1.96077, -2.28034, -0.39760], [-0.24567, -2.79459, -3.99469], [-3.77257, -2.01581, -2.29503], [-4.41368, -0.75150, -3.42354], [-3.56856, -0.20775, -1.99207], [-2.57775, -3.07080, -4.15431], [-1.61546, -2.14813, -5.36423], [-3.37002, -1.96400, -5.26157], [-1.87960, 1.15832, -3.66816], [-3.08912, 0.69675, -4.83651], [-1.38297, 0.29903, -5.08893], [3.53152, -1.74556, -3.46710], [4.41643, -3.17092, -2.80700], [3.65151, -2.04983, -1.76021], [1.83378, -2.75914, -4.89211], [1.31801, -4.38367, -4.49994], [3.00402, -4.09563, -4.75968], [2.75978, -4.48123, -1.07942], [3.22188, -5.36202, -2.62236], [1.49667, -5.20522, -2.18231], [1.50366, -2.28193, 5.14093], [2.56859, 1.61642, 4.90257], [1.32997, 2.44953, 5.86216], [1.07572, 2.14232, 4.17494], [2.58462, -0.68904, 6.23014], [1.00896, -1.16617, 6.98991], [1.71099, 0.38590, 7.31741], [-1.07921, 1.01316, 4.96644], [-0.73636, 1.37233, 6.69914], [-1.16615, -0.26208, 6.18153], [-6.74295, 4.59673, -0.34902], [-5.47416, 4.45887, 0.01826], [-5.14241, 3.51826, 1.00225], [-6.01691, 2.68286, 1.60356], [-3.82168, 3.30638, 1.29147], [-3.49491, 2.34541, 2.17138], [-2.86210, 4.16722, 0.79077], [-1.19861, 3.82893, 1.36851], [-3.22823, 5.18847, -0.08726], [-2.29958, 6.00432, -0.56199], [-4.52855, 5.25782, -0.54244], [-4.80252, 6.00296, -1.56176], [1.22176, 1.56260, -1.36942], [1.50194, 2.13455, -2.68488], [1.83262, 3.58855, -2.70393], [0.92544, 4.47792, -1.86491], [-0.50392, 4.50010, -2.37259], [-0.93364, 5.39177, -3.32208], [-2.24431, 5.34726, -3.76592], [-3.07561, 4.27289, -3.40880], [-2.50520, 3.36552, -2.54758], [-1.26075, 3.49660, -2.00025], [1.93894, 1.84050, -0.82714], [0.59672, 1.91037, -3.22037], [2.27305, 1.56270, -3.19706], [1.79413, 3.93410, -3.75758], [2.84034, 3.80228, -2.38465], [1.29738, 5.48763, -1.90092], [0.87147, 4.17398, -0.85903], [-0.21161, 6.13531, -3.58698], [-2.68783, 6.14376, -4.36619], [-4.07720, 3.98655, -3.82171], [-3.08802, 2.54252, -2.06207], [1.63496, 2.29850, 1.15399], [2.51210, 1.83834, 1.79231], [3.39783, 1.20556, 2.44883], [4.58299, 1.73625, 2.68026], [5.62626, 2.13109, 2.89682]], "total_charge": 0, "e_above_lowest_ev": 1.534, "energy_ev": -89161.409, "e_homo_ev": -7.8}

---

| no. | E_LUMO (eV) |
| --- | --- |
| 1 | -1.57 |
| 2 | -1.61 |